(1)
83
Properties=species:S:1:pos:R:3:forces:R:3 method="wB97M-V/def2-TZVPD" e_tot_ev=-49614.1079 charge=0 smiles=COC[C@H](C)N.OCCO.OCCO.OCCO.OCCO.OCCO.OCCO.O.O
C 8.16154 0.21456 4.28984 0.1537 -1.4292 0.7645
O 7.50943 -0.23971 3.16896 -1.2977 -0.4582 -1.4742
C 6.45730 0.59401 2.67050 0.3556 -0.4672 -0.1905
C 5.10430 0.44057 3.44820 1.6947 -1.1778 0.8763
C 4.46845 -0.92880 3.40579 0.8673 -1.2494 -0.1291
N 4.08494 1.36566 3.11023 -0.3312 1.5709 -0.1512
H 8.74946 -0.66117 4.56466 0.5663 0.2627 0.2463
H 7.43538 0.27813 5.10025 0.2335 0.9765 0.3808
H 8.82381 1.05586 4.08556 -0.2490 0.3769 0.3290
H 6.88098 1.59820 2.65629 -0.6177 0.5253 0.2378
H 6.41071 0.29381 1.62369 -0.6055 -0.0054 -0.0732
H 5.37178 0.49304 4.50357 0.2899 0.7589 0.1646
H 4.23161 -1.32427 4.39352 -0.6818 0.5812 0.1645
H 5.17720 -1.70774 3.12470 -0.0638 0.0171 -0.8943
H 3.58504 -0.83423 2.77433 0.1146 -0.9748 -0.1144
H 3.23613 0.85572 2.91126 -0.1413 0.4883 0.0725
H 3.92986 1.97965 3.89703 -0.3264 0.2584 -0.2498
O -2.83341 5.13609 1.20558 -0.5412 0.4397 -1.0030
C -3.03208 3.72691 1.05094 1.1027 0.2222 2.3051
C -4.33244 3.16018 1.61416 -0.5587 1.7373 -1.3754
O -4.45533 3.22088 3.03491 0.6413 -0.6879 -0.2751
H -2.91879 5.50500 2.08774 -0.1576 -0.7196 0.2553
H -2.78579 3.52636 0.00824 -0.6167 -0.2097 0.0982
H -2.25605 3.28390 1.67516 0.3720 -0.5617 -0.2177
H -4.54313 2.17659 1.19434 0.2111 -0.2051 0.1605
H -5.10146 3.85884 1.28463 -0.3467 -0.1509 -0.6870
H -5.31417 2.80336 3.13327 -0.0905 0.0951 0.7380
O 3.35674 3.62343 -0.88763 -0.4410 -0.5877 -0.2479
C 3.65230 4.89906 -1.38317 1.6923 -0.3493 -2.5082
C 5.14828 5.24276 -1.14148 -2.8008 -0.1123 1.8452
O 5.07278 5.44942 0.28763 1.9071 1.7826 0.2792
H 3.12658 3.59807 0.04403 -0.0601 0.3988 -0.0065
H 3.59813 4.90161 -2.47182 -0.5029 -0.8793 -0.4211
H 2.92519 5.68155 -1.16613 0.4209 0.1422 0.9670
H 5.35814 6.13273 -1.73477 0.1337 0.6342 0.8797
H 5.93284 4.54148 -1.42566 -0.5271 -0.6256 0.0255
H 4.78262 4.71545 0.83416 0.1861 -0.4824 -0.7929
O -5.63232 -3.61308 0.31067 -0.3803 -1.0687 -0.7051
C -6.53666 -4.56159 -0.34072 -0.5832 1.8975 1.0197
C -7.68475 -3.78174 -1.06265 1.0265 -1.8646 -1.0200
O -7.48570 -3.85206 -2.48590 -0.1926 1.0474 -0.1809
H -4.78661 -3.71387 -0.13230 0.1821 0.1895 0.1202
H -6.00611 -5.24253 -1.00626 -0.0446 0.1861 -0.1766
H -7.01009 -5.15622 0.44055 0.2170 -0.0781 0.1957
H -7.74516 -2.71762 -0.83438 0.2807 -0.2464 0.2488
H -8.61294 -4.28279 -0.78787 -0.3070 0.1683 -0.0660
H -7.37124 -4.73118 -2.85421 -0.1412 -0.2026 0.5682
O 2.37731 -0.68379 -4.43597 -0.3099 -0.9200 -0.1621
C 2.99725 -0.49376 -5.71085 -0.0804 1.4168 0.2143
C 3.17279 -1.78022 -6.47273 1.5577 1.0780 -0.0293
O 1.97962 -2.34471 -6.86618 -0.8545 -0.8467 0.8771
H 2.50402 0.09065 -3.88299 0.0618 0.0522 -0.1804
H 2.38705 0.18484 -6.30687 -0.1065 0.1565 -0.1206
H 3.94764 -0.00311 -5.50079 0.3579 -0.1219 -0.4911
H 3.77397 -2.38573 -5.79447 0.0710 -0.7396 -0.2122
H 3.70430 -1.62841 -7.41217 0.4968 0.3953 0.2849
H 1.70163 -2.66815 -6.00611 -1.2037 -0.4482 -0.1624
O -3.56518 2.01792 -4.52299 0.5303 -1.1986 -1.0350
C -3.04258 0.96427 -5.38655 0.3186 -0.3764 0.2362
C -3.19469 -0.50904 -4.85047 -0.6933 2.3830 -0.8645
O -4.34319 -1.13688 -5.45528 0.8292 0.0158 0.4282
H -4.48873 2.10391 -4.77047 -0.1294 0.1286 0.0959
H -3.37617 1.04105 -6.42141 -0.9678 -0.0970 0.0821
H -1.98263 1.09892 -5.60213 0.3130 0.5713 0.9921
H -3.32297 -0.41215 -3.77239 0.2581 -0.3243 0.0589
H -2.22466 -0.92211 -5.12710 -0.4078 -1.0008 0.0789
H -4.97253 -1.31179 -4.75176 -0.0553 -0.1235 -0.0543
O -2.60954 -0.74449 5.21426 0.5020 0.5079 0.9886
C -2.89485 -1.88987 4.43871 0.8743 0.6778 0.3310
C -2.35033 -3.09626 5.19776 -0.1692 0.3661 1.1452
O -2.14219 -4.15805 4.34349 -0.4252 -1.5323 -1.8899
H -2.99453 0.03742 4.81176 -0.0276 -0.0581 -0.1096
H -3.97767 -1.85355 4.31919 0.0182 -0.9589 -0.5777
H -2.31315 -1.78353 3.52305 -0.4391 -0.3763 -0.5290
H -3.05455 -3.36024 5.98675 -0.1494 0.0120 0.1999
H -1.36901 -2.98098 5.65799 -0.1146 1.3524 0.3299
H -1.99373 -4.95964 4.85046 -0.0243 0.0419 -0.0157
O -0.39394 -0.14603 0.32093 -0.0394 0.2425 0.2065
H -0.93782 -0.88856 0.05808 -0.1339 -0.3324 -0.0150
H 0.30375 -0.11595 -0.33372 0.1806 0.0283 -0.1553
O -1.23100 -3.80683 0.56541 -0.1114 0.2145 -0.2657
H -0.71983 -4.59684 0.38984 0.1496 -0.1621 -0.0825
H -1.48120 -3.88259 1.48622 -0.1192 0.0136 0.4200

(2)
31
Properties=species:S:1:pos:R:3:forces:R:3 method="wB97M-V/def2-TZVPD" e_tot_ev=-21269.5334 charge=+1
C -2.15739 0.98231 -1.38865 -3.9451 -3.1119 1.9885
C 4.50762 -0.17437 0.37640 0.0666 -0.0403 0.3911
C -1.25059 -2.77741 -0.14771 -0.2883 1.8872 3.5937
C -3.16999 2.51576 0.21926 -1.0150 -2.2103 3.4319
C 3.06141 -0.25725 -0.18425 1.6111 2.9308 3.4697
C 2.08394 0.41435 0.87004 0.1213 -4.1367 -1.3636
C 0.66286 0.53853 0.33317 -1.8114 -0.1870 4.0567
C -1.06487 -1.43565 0.46636 2.2701 1.9093 1.2301
C -3.00889 1.20803 -0.40608 -0.7597 0.0241 1.1763
N -0.01747 -0.76869 0.08363 -0.6197 1.1520 0.3683
O -2.21272 -0.17971 -2.03388 1.0300 -1.4586 -1.3676
I -4.48226 -0.17114 0.26013 0.3922 -0.0468 -0.3997
H -1.53180 1.69946 -1.68304 2.6562 2.4664 -1.5150
H 5.12108 0.67370 0.15754 -0.3416 1.1743 -0.3405
H 5.17922 -0.93518 0.08214 0.2302 -1.3777 -1.0565
H 4.61980 -0.30519 1.44711 -0.7849 0.2217 0.5026
H -0.84225 -2.75843 -1.06930 1.5428 -0.6085 -2.9154
H -0.96057 -3.50873 0.57778 0.7499 -0.6961 0.1494
H -2.26365 -2.87729 -0.17556 -3.0670 -0.6426 -0.5928
H -3.34909 2.58512 1.32662 -0.0702 -0.7345 -0.8995
H -2.30584 2.98734 0.12919 3.8957 2.6376 -0.8089
H -3.92133 3.02095 -0.22195 -2.5525 1.9498 -1.4981
H 2.92876 0.32153 -1.00367 0.2964 1.9742 -3.0005
H 2.94678 -1.20785 -0.54231 -1.2398 -2.8474 -0.0687
H 2.30967 -0.23862 1.68853 -1.0415 -0.1228 1.2185
H 2.32354 1.37932 1.15246 1.1468 1.9775 0.2132
H -0.04429 0.97863 1.11662 1.1774 0.1730 -1.1554
H 0.84866 1.19499 -0.49493 -1.1692 -0.1432 -1.1009
H -1.57603 -0.95091 1.33534 -0.2240 -0.8098 -1.0041
H -2.94234 -0.73940 -1.69490 0.2174 0.5689 -0.2268
H 0.50802 -1.21421 -0.57609 1.5258 -1.8722 -2.4759

(3)
83
Properties=species:S:1:pos:R:3:forces:R:3 method="wB97M-V/def2-TZVPD" spin_multiplicity=2 e_tot_ev=-82068.4271 s_squared=0.76 charge=0
Re -0.53311 2.81838 0.89033 -0.3350 0.0379 -0.4007
N 0.39206 2.39650 5.16502 -0.0242 -0.0106 0.0469
C 0.40136 2.48744 3.81439 -0.0707 0.0236 -0.0894
S -1.13812 2.19575 2.97905 -0.0025 -0.0213 -0.0082
N 1.49910 2.70643 3.18808 0.0418 -0.0255 0.0357
N 1.34120 2.70334 1.79604 0.2227 0.0902 0.0439
C 2.47040 2.69034 1.17289 -0.0175 0.0126 0.0297
C 2.64878 2.60650 -0.25108 -0.0034 -0.0144 -0.0125
C 3.96260 2.69845 -0.73970 0.0048 0.0088 -0.0005
C 4.24218 2.59299 -2.08125 -0.0574 -0.0135 -0.0290
C 3.18759 2.37751 -2.97250 0.0595 0.0154 0.0324
C 1.89135 2.26984 -2.51936 -0.0683 -0.0033 0.0151
C 1.59569 2.37884 -1.15427 0.0641 0.0446 -0.0514
O 0.32350 2.23168 -0.79341 0.0078 -0.0090 0.2353
H -0.48842 2.44691 5.64513 0.0136 0.0054 0.0021
H 1.21841 2.68673 5.65978 0.0032 0.0011 0.0026
H 3.36165 2.71759 1.79392 -0.0087 -0.0013 0.0110
H 4.76444 2.85914 -0.02889 0.0032 0.0000 0.0114
H 5.25912 2.67259 -2.43818 0.0033 -0.0011 -0.0086
H 3.38716 2.28995 -4.03288 0.0054 0.0009 -0.0058
H 1.06811 2.09713 -3.20017 -0.0114 -0.0082 -0.0049
C -1.63401 0.43449 -6.34503 -0.0013 0.0033 0.0057
C -1.86647 0.78920 -4.90253 0.0221 -0.0129 -0.0047
C -1.15311 0.15348 -3.89005 -0.0121 -0.0019 -0.0036
C -1.37723 0.45535 -2.55662 0.0560 0.0685 0.0106
C -2.34415 1.39456 -2.23174 -0.0033 -0.0341 0.0210
C -3.08336 2.02842 -3.22169 -0.0215 0.0107 -0.0148
C -2.82689 1.73475 -4.55051 -0.0108 0.0145 0.0136
S -2.72410 1.71742 -0.53731 0.0300 -0.0559 -0.2777
O -1.70447 0.98578 0.27223 -0.3066 -0.0641 0.0496
O -4.09368 1.34703 -0.36247 -0.0028 0.0764 0.0957
N -2.34431 3.18779 -0.12076 0.2946 -0.1155 0.3548
C -2.40945 4.45619 -0.78808 0.0123 0.0531 -0.0884
C -1.38146 5.37140 -0.11384 0.0083 -0.0466 0.1051
O -1.35154 6.55171 -0.28319 0.0129 0.0687 -0.0176
O -0.47698 4.73905 0.68523 0.0239 -0.1527 -0.1089
H -0.62122 0.06571 -6.50261 0.0018 -0.0012 -0.0018
H -1.79395 1.29413 -6.99508 0.0004 0.0025 -0.0015
H -2.32473 -0.35049 -6.65979 0.0007 -0.0021 -0.0059
H -0.40876 -0.59119 -4.14620 0.0087 -0.0019 0.0009
H -0.81259 -0.02939 -1.77213 0.0243 0.0570 -0.0439
H -3.86542 2.73033 -2.95971 -0.0013 0.0022 0.0038
H -3.39138 2.23690 -5.32659 -0.0085 0.0012 -0.0030
H -3.38386 4.94085 -0.71509 0.0055 -0.0133 0.0058
H -2.13051 4.39908 -1.84803 -0.0001 -0.0060 0.0076
C 0.18497 -1.73406 4.20334 0.0057 -0.0022 0.0144
C -0.52880 -2.41025 3.03056 0.0190 -0.0313 -0.0397
C -1.99572 -1.95374 3.03118 0.0488 -0.0203 0.0088
C -0.49485 -3.92867 3.20201 -0.0048 -0.0165 0.0154
P 0.17759 -1.73563 1.42090 0.0323 0.0529 0.0699
C -0.59719 -2.87699 0.20346 0.0261 0.0924 -0.0799
C -1.65319 -2.32563 -0.52489 0.0074 -0.0025 0.0271
C -2.34606 -3.07179 -1.46908 0.0018 -0.0147 -0.0164
C -1.98110 -4.38604 -1.71404 -0.0007 0.0121 -0.0073
C -0.92727 -4.94879 -1.00550 0.0088 -0.0086 -0.0040
C -0.24703 -4.20344 -0.05472 -0.0039 -0.0110 0.0084
C 2.03587 -2.05892 1.35014 -0.0168 -0.0348 -0.0023
C 2.41381 -1.94547 -0.13361 0.0138 -0.0074 0.0414
C 2.61800 -3.34553 1.93718 0.0087 0.0021 -0.0281
C 2.68740 -0.87233 2.07630 0.0103 0.0117 0.0093
H -0.35765 -1.95018 5.12822 -0.0025 0.0015 0.0103
H 0.21724 -0.64856 4.07919 0.0058 0.0072 0.0012
H 1.20632 -2.09762 4.32902 -0.0359 0.0008 0.0060
H -2.46843 -2.26102 3.96874 -0.0041 0.0065 0.0084
H -2.55684 -2.40680 2.21239 -0.0031 -0.0001 -0.0236
H -2.07513 -0.86926 2.94041 -0.0017 0.0196 -0.0029
H -0.93408 -4.19022 4.16991 -0.0085 -0.0094 0.0053
H 0.51647 -4.33469 3.17724 -0.0715 0.0092 0.0174
H -1.07955 -4.42689 2.42815 -0.0107 0.0052 0.0286
H -1.92653 -1.29193 -0.34565 -0.0247 -0.1059 0.0670
H -3.16350 -2.61943 -2.01625 -0.0142 0.0067 -0.0048
H -2.51217 -4.97141 -2.45373 -0.0048 -0.0047 -0.0003
H -0.63764 -5.97569 -1.18994 0.0028 -0.0051 -0.0030
H 0.55690 -4.67030 0.49575 0.0182 -0.0067 0.0090
H 2.00774 -2.76384 -0.72778 -0.0081 -0.0184 -0.0006
H 3.50312 -1.95970 -0.23162 0.0112 0.0087 -0.0025
H 2.05283 -1.00427 -0.55826 -0.0144 0.0080 -0.0100
H 2.31265 -4.23588 1.38991 -0.0282 -0.0201 0.0056
H 2.34978 -3.47771 2.98550 0.0540 0.0377 -0.0367
H 3.71046 -3.29521 1.88471 0.0056 -0.0098 -0.0153
H 2.26733 0.07004 1.72649 0.0082 0.0515 -0.0094
H 3.76349 -0.86977 1.87649 0.0037 -0.0003 0.0015
H 2.54935 -0.91894 3.15654 0.0032 0.0139 -0.0260

(4)
10
Properties=species:S:1:pos:R:3:forces:R:3 method="wB97M-V/def2-TZVPD" e_tot_ev=-23313.5999 charge=0 smiles=SP1[C@@H]2C[C@@H]21
S 1.50499 0.68259 -2.26132 0.5472 1.3452 0.8366
P 0.43680 1.42498 -0.46505 0.7810 -1.2502 -1.1434
C -0.43810 -0.16792 -0.52205 -0.8334 1.6410 1.3425
C -0.77757 -0.16523 1.02109 -0.4914 -3.1851 -1.7245
C 0.63041 -0.15232 0.49454 -2.4859 2.0327 -0.8958
H 2.52551 1.54719 -2.04026 -0.1009 -0.3160 -0.4342
H -0.68957 -0.64553 -1.48748 -0.0473 -0.2750 1.3011
H -1.15783 -1.22631 1.20894 0.4417 1.6922 0.5542
H -1.25548 0.65630 1.55954 0.1450 -0.1413 -0.3205
H 1.42406 -0.77553 0.61809 2.0440 -1.5435 0.4839

(5)
71
Properties=species:S:1:pos:R:3:forces:R:3 method="wB97M-V/def2-TZVPD" e_tot_ev=-75993.2270 charge=-1
C -1.86274 3.91914 -3.91798 -0.0087 -0.0342 -0.0023
C -2.36831 3.63047 -2.51259 -0.0368 -0.0044 -0.0633
O -1.32510 3.24060 -1.65057 -0.0691 0.0326 0.1445
C -1.11437 1.82709 -1.63801 0.0186 0.0358 -0.0002
C 0.15549 1.53540 -0.84687 -0.0982 0.0118 0.0773
O 0.58080 0.21292 -0.96221 -0.0640 0.0141 0.0381
C 1.05725 -0.14186 -2.27558 0.0609 0.0142 -0.0407
C 2.00173 -1.29815 -2.22137 0.0088 -0.0380 0.1201
C 2.20142 -1.87133 -3.60399 -0.0026 -0.0054 0.0295
C 3.61076 -1.80505 -4.23013 0.0257 0.0761 0.0003
C 4.35631 -0.50890 -3.89636 -0.0085 0.0006 -0.0936
O 4.43086 -2.92254 -3.84790 0.0899 -0.1694 -0.0537
H -1.19482 4.78106 -3.91472 0.0118 -0.0168 0.0099
H -2.69471 4.12264 -4.59687 0.0065 0.0188 0.0119
H -1.30963 3.06163 -4.30349 -0.0149 0.0081 -0.0104
H -2.82632 4.52634 -2.08100 0.0177 0.0163 -0.0240
H -3.14432 2.85386 -2.54587 0.0156 0.0052 0.0309
H -1.97604 1.34801 -1.15364 0.0223 -0.0804 -0.0652
H -1.02736 1.43498 -2.65497 0.0269 0.0623 -0.0092
H -0.06210 1.71987 0.20840 0.1500 -0.0024 0.0282
H 0.93690 2.24089 -1.16998 -0.0199 -0.0261 -0.0576
H 1.50794 0.76599 -2.72577 -0.0268 -0.0029 -0.0049
H 0.14608 -0.35418 -2.90826 0.0049 0.0107 -0.0046
H 1.54729 -2.04704 -1.56850 0.0459 0.0030 -0.0485
H 1.91240 -2.93685 -3.62535 0.0111 -0.0045 -0.0737
H 1.53197 -1.38793 -4.35510 -0.0075 -0.0044 0.0436
H 3.50073 -1.87011 -5.32352 -0.0127 -0.0641 0.0032
H 4.77471 -0.04182 -4.79469 0.0006 0.0084 -0.0038
H 3.68974 0.18454 -3.38227 0.0355 -0.0009 0.0032
H 5.17585 -0.72963 -3.21391 -0.0362 0.0094 0.0391
H 3.90136 -3.52260 -3.30696 -0.0192 0.2138 0.1731
C -2.12821 4.48439 1.71524 -0.0109 -0.0014 -0.0637
S -0.56476 3.91541 2.39133 0.0268 -0.0649 0.0014
O -0.71124 2.45574 2.63055 -0.0308 -0.0332 0.0592
C -0.71817 4.69664 4.00638 0.0265 0.0916 0.0229
H -2.19318 4.06235 0.71192 0.0239 -0.0011 0.0003
H -2.93837 4.13423 2.35326 0.0284 0.0003 0.0231
H -2.11880 5.57378 1.65772 0.0072 0.0014 -0.0103
H -1.61312 4.33307 4.50883 -0.0040 -0.0167 -0.0750
H -0.75516 5.78004 3.88304 0.0052 0.0008 -0.0018
H 0.17552 4.42425 4.56564 0.0025 -0.0059 -0.0062
C -2.52520 -4.72641 0.02229 -0.0527 0.0340 0.1120
S -1.21953 -3.47579 0.08445 0.0433 -0.0049 -0.1229
O -0.31454 -3.79296 -1.03692 -0.1024 -0.1322 -0.0468
C -0.42597 -4.11671 1.57048 0.0154 0.0511 0.0297
H -3.10982 -4.52587 -0.87348 0.0109 0.0024 -0.0034
H -2.06708 -5.71312 -0.04717 0.0237 0.0096 -0.0039
H -3.16110 -4.64844 0.90539 -0.0139 -0.0115 -0.0074
H -0.12142 -5.14745 1.38798 -0.0004 0.0007 -0.0150
H -1.10790 -4.04650 2.41857 0.0057 0.0069 0.0060
H 0.44933 -3.49225 1.74073 0.0010 -0.0029 -0.0085
C 6.24912 -5.67451 -1.49844 0.0240 -0.0267 0.0058
S 4.57106 -5.92732 -0.89332 0.1469 0.0860 0.0206
O 3.76054 -4.84363 -1.48234 -0.2063 -0.1066 -0.1292
C 4.90580 -5.42526 0.80469 0.0176 -0.0150 0.0201
H 6.23223 -5.87644 -2.56767 -0.0064 0.0090 -0.0004
H 6.52165 -4.63264 -1.33204 -0.0211 0.0080 -0.0094
H 6.93612 -6.35653 -0.99593 0.0035 0.0027 -0.0025
H 5.28528 -4.40386 0.79426 -0.0132 0.0059 -0.0153
H 5.61737 -6.11269 1.26372 -0.0015 0.0037 0.0047
H 3.95703 -5.45727 1.33662 -0.0020 0.0015 -0.0044
C -4.79328 2.24819 6.25877 -0.0117 -0.0262 0.0027
S -5.13916 3.34843 4.88265 0.0250 -0.0523 -0.0396
O -3.85436 4.02479 4.56305 -0.1007 0.0963 0.0448
C -6.11941 4.53654 5.81040 -0.0094 -0.0066 0.0262
H -4.13491 1.46901 5.88017 0.0045 0.0054 -0.0035
H -4.29130 2.81186 7.04462 0.0031 0.0038 -0.0037
H -5.72295 1.80810 6.61934 0.0053 -0.0046 0.0017
H -5.51822 4.93014 6.62961 0.0057 0.0000 -0.0032
H -7.02318 4.05366 6.18202 -0.0004 0.0052 0.0004
H -6.38451 5.33760 5.12365 0.0042 -0.0009 -0.0023

(6)
16
Properties=species:S:1:pos:R:3:forces:R:3 method="wB97M-V/def2-TZVPD" e_tot_ev=-27996.8754 charge=0
C 1.58822 -0.43405 -0.75869 0.7761 0.4068 -1.4722
S 2.88804 0.58033 -0.11546 -0.9554 -0.4155 0.6616
S -1.77336 0.03480 1.13127 0.9459 0.0162 -0.0434
C -0.49036 1.06837 1.79626 -0.6714 -0.5415 1.1274
H 0.88010 -0.81588 -0.01910 -0.1727 -0.3184 0.5571
H 1.03893 0.19383 -1.45672 -0.2378 -0.4338 -0.1265
H 2.03616 -1.32523 -1.28583 -0.4350 0.6171 0.6266
H 0.39981 1.01012 1.15008 0.5885 0.3020 -0.4684
H -0.86440 2.09129 1.83511 0.4194 0.0719 -0.0755
H -0.15394 0.70908 2.79183 -0.2615 0.3182 -0.5772
H -1.34596 -1.95314 -0.08551 0.0316 -0.3261 -0.3742
H -2.42766 -2.88684 -0.63400 1.3168 0.3328 -0.3583
O -1.50177 -2.57949 -0.82006 -1.3241 -0.1367 0.6665
H -1.55511 0.73946 -1.01853 -0.0540 -0.0078 -1.0595
H -1.55156 0.67024 -2.64335 -0.2973 -0.2413 0.4759
O -1.12896 1.03092 -1.85880 0.3309 0.3561 0.4402